No. 1
A structure of composition C38H31Co2O8P at a distorted geometry, computed with the ωB97M-V functional and the def2-TZVPD basis.

Each line ends with the Löwdin charge.
CARTESIAN COORDINATES (ANGSTROEM)
H -2.813 1.087 0.787  0.13
C -0.538 -1.950 4.307  -0.53
H 0.176 1.743 5.667  0.11
C 0.925 2.961 -3.493  -0.07
H 0.568 4.811 -4.527  0.11
C -2.842 -1.234 3.706  -0.46
C 0.443 4.396 -1.143  -0.06
H 2.617 -0.613 -7.609  0.11
C 3.181 0.236 -4.348  -0.06
C 3.448 -0.047 -5.692  -0.06
O -5.233 -1.105 -0.519  0.14
H 3.318 -1.600 -1.634  0.11
C 1.003 2.305 -2.255  -0.32
O 0.403 -2.959 -3.022  0.16
C -1.162 0.336 -0.282  -0.28
C -1.872 -2.731 -0.692  -0.19
C 0.835 -0.240 -4.722  -0.11
H 0.158 6.113 -2.434  0.11
C -4.974 -1.796 4.349  -0.25
H 1.676 0.671 3.990  0.11
C -1.816 2.055 2.949  -0.05
H -0.190 -0.309 -4.345  0.10
O -3.186 -0.095 4.015  0.07
C -1.530 -1.744 3.328  0.02
H 0.281 4.952 -0.218  0.11
C 5.627 0.395 -0.094  -0.07
H -1.968 2.764 4.964  0.11
H 4.473 0.017 -6.055  0.11
H -6.802 -2.757 4.909  0.07
C -3.079 -3.012 -2.807  -0.13
C 0.982 -1.439 0.121  -0.13
C 0.265 0.932 2.361  -0.03
H 0.318 -3.917 4.220  0.08
H -2.798 2.412 2.637  0.12
H 0.273 -0.698 -6.750  0.11
H 3.989 0.554 -3.692  0.11
C 1.099 -0.465 -6.077  -0.07
C -1.352 2.239 4.234  -0.08
C -1.545 0.040 -1.612  -0.22
C -0.120 1.694 4.617  -0.07
O -0.586 -1.369 5.410  -0.01
C 0.733 3.029 -1.082  -0.09
C 3.724 1.696 -0.856  -0.06
H 6.594 0.337 0.413  0.11
H -1.458 -2.284 2.392  0.08
C 3.103 0.530 -1.321  -0.34
H 1.478 -2.602 4.538  0.08
C -5.829 -3.026 4.501  -0.08
H 5.421 2.535 0.164  0.11
C -1.059 1.296 2.023  -0.24
H -1.696 0.824 -2.367  0.09
O -3.372 -3.979 -3.372  0.15
C 0.617 4.320 -3.554  -0.07
C 2.409 -0.399 -6.558  -0.07
O 1.698 -2.014 0.840  0.15
C 3.778 -0.697 -1.220  -0.11
C 1.877 0.106 -3.847  -0.34
C 0.381 5.044 -2.383  -0.07
C 5.040 -0.762 -0.621  -0.06
H -4.735 -1.356 5.328  0.13
H 0.752 2.510 -0.117  0.10
H 5.559 -1.720 -0.567  0.11
C -4.222 -1.298 -1.052  -0.11
C -1.728 0.888 0.821  -0.05
H 0.831 -2.873 2.895  0.04
O -3.772 -2.230 3.697  -0.01
H -5.962 -3.522 3.534  0.08
Co -2.679 -1.647 -1.800  0.14
C 0.708 1.073 3.676  -0.08
C 0.592 -2.886 3.963  -0.03
H -5.448 -1.017 3.730  0.12
O -1.507 -3.579 0.009  0.15
P 1.442 0.526 -2.107  1.13
C 4.970 1.622 -0.225  -0.06
H -5.368 -3.749 5.181  0.08
C 0.229 -2.084 -2.281  -0.18
H 1.128 2.405 -4.406  0.10
H 0.892 0.451 1.612  0.08
H 3.240 2.661 -0.998  0.10
Co -0.017 -0.762 -1.133  0.04

Total energy   -5175.1995 a.u.
E_HOMO   -0.20975 Ha
Strongest force on any atom   5.64 eV Å⁻¹
ΔE to the lowest compared entry with this formula, charge and spin   75.8 kJ/mol


No. 2
A cluster of 2 separate species, C2HCl2N in total at a distorted geometry, computed with the ωB97M-V functional and the def2-TZVPD basis.

Each line ends with the Löwdin charge.
CARTESIAN COORDINATES (ANGSTROEM)
C 0.277 0.411 -0.116  -0.60
C 0.907 -0.878 -0.360  -0.33
N 1.272 -1.969 -0.456  0.15
Cl -3.076 0.275 0.696  0.06
H -0.735 0.724 -0.358  -0.02
Cl 1.354 1.436 0.595  0.73

Total energy   -1051.8100 a.u.
E_HOMO (spin up / spin down)   -0.44631 / -0.34301 Ha
Strongest force on any atom   2.46 eV Å⁻¹
ΔE to the lowest compared entry with this formula, charge and spin   303.4 kJ/mol


No. 3
A structure of composition C14H21N2OPtSTe at a distorted geometry, computed with the ωB97M-V functional and the def2-TZVPD basis.

Each line ends with the Löwdin charge.
CARTESIAN COORDINATES (ANGSTROEM)
H -4.061 1.028 -0.438  0.01
C 2.112 -0.869 1.287  -0.25
Te -3.280 -0.984 1.166  1.14
S -0.735 9.251 -0.296  1.04
H -2.777 7.441 -0.185  0.10
C -1.886 6.875 0.053  -0.11
C 0.417 5.470 0.687  -0.02
H 3.144 -0.906 0.931  0.13
C -4.005 -0.042 -0.613  -0.41
C -0.881 2.194 1.042  -0.28
H -2.356 -2.732 -0.699  0.01
C -0.865 3.399 0.828  -0.14
H 1.448 7.330 0.532  0.09
H -3.332 -0.255 -1.438  0.01
H 2.281 0.991 2.340  0.12
H -2.918 5.013 0.250  0.12
H 1.972 11.422 -1.589  0.09
N 0.695 -0.112 3.127  -0.06
C -0.653 7.536 0.113  -0.50
C 2.052 -0.052 2.566  -0.25
O 1.935 9.302 -0.136  0.04
C -2.986 -2.866 0.175  -0.41
C 0.500 6.828 0.454  -0.06
H 2.805 -0.424 3.264  0.13
H 0.565 0.610 3.827  0.10
H -3.964 -3.232 -0.128  0.01
H 1.304 4.911 0.955  0.12
C -0.807 4.794 0.601  -0.27
H 0.494 10.844 -2.406  0.09
N 1.202 -0.285 0.296  -0.06
H 1.130 -0.876 -0.523  0.09
H -4.995 -0.435 -0.830  0.01
H 1.777 -1.888 1.493  0.12
Pt -0.916 0.238 1.335  0.77
C -1.966 5.523 0.296  -0.02
C 0.971 9.837 -0.595  -0.70
H 0.545 -1.005 3.582  0.09
H -2.534 -3.571 0.867  0.00
H 1.540 0.622 -0.008  0.09
H 0.355 11.844 -0.963  0.09
C 0.953 11.069 -1.445  -0.07

Total energy   -1515.9919 a.u.
⟨S²⟩   2.01
E_HOMO (spin up / spin down)   -0.37483 / -0.37255 Ha
Strongest force on any atom   1.31 eV Å⁻¹
Charge   +1
ΔE to the lowest compared entry with this formula, charge and spin   56.8 kJ/mol
Multiplicity   3


No. 4
An isolated molecule of C7H11N3 at a distorted geometry, computed with the ωB97M-V functional and the def2-TZVPD basis.

Each line ends with the Löwdin charge.
CARTESIAN COORDINATES (ANGSTROEM)
H -2.246 1.603 -1.732  0.08
H 2.303 -1.965 -0.634  0.14
H 3.380 -0.154 0.910  0.12
H -0.054 1.444 -1.419  0.11
C -1.879 -0.314 0.948  -0.21
C -0.606 1.393 -0.505  -0.17
N -1.356 -1.021 -1.143  0.04
H 1.950 -0.222 -0.753  0.12
H -1.667 3.186 -0.982  0.08
C -1.896 2.149 -0.866  -0.06
N -2.520 -0.826 1.740  0.19
H -0.055 1.787 0.248  0.08
N -0.534 -1.863 -1.079  0.05
H -2.518 1.895 -0.075  0.04
C -0.975 -0.049 -0.111  -0.30
C 2.367 -0.777 1.167  -0.13
C 1.725 -1.135 -0.160  -0.27
H 1.649 -0.117 1.790  0.10
H -0.028 -2.035 0.818  0.14
C 0.320 -1.369 0.016  -0.19
H 2.640 -1.610 1.820  0.06

Total energy   -437.4402 a.u.
E_HOMO   -0.34825 Ha
SMILES string   CC[C@@H]1N=N[C@]1(C#N)CC
Strongest force on any atom   5.48 eV Å⁻¹
ΔE to the lowest compared entry with this formula, charge and spin   321.8 kJ/mol


No. 5
A cluster of 5 separate species, C41H83N7O14 in total at a distorted geometry, computed with the ωB97M-V functional and the def2-TZVPD basis.

Each line ends with the Löwdin charge.
CARTESIAN COORDINATES (ANGSTROEM)
H -0.836 4.835 1.933  0.06
H -3.652 1.682 1.939  0.13
O -0.630 0.311 7.375  -0.21
C -5.236 0.594 4.797  -0.18
C -3.014 0.906 3.829  -0.18
C -3.177 -2.136 5.828  -0.10
C 0.476 3.735 3.035  -0.28
H 2.492 -0.282 -6.948  0.07
H 4.958 -1.851 -0.458  0.09
H 1.657 -1.172 -4.755  0.11
H -4.760 -0.122 0.103  0.08
H 6.898 -4.254 0.800  0.13
C -2.986 -1.496 -2.086  -0.11
H -2.879 3.746 -11.495  0.13
H 0.447 0.566 5.660  0.12
H -2.231 1.666 3.908  0.12
H -3.017 -0.558 -10.786  0.09
H 4.801 -4.686 5.285  0.09
O 4.976 -3.601 0.679  -0.19
N 0.679 1.403 0.157  0.19
H -3.199 -0.456 -2.309  0.07
H -0.437 2.036 8.530  0.09
C -5.175 4.304 -9.637  -0.11
H -2.838 4.785 -10.059  0.12
N 1.691 0.335 -6.922  0.08
C 0.612 0.570 6.747  -0.19
C 2.063 -1.197 -3.752  -0.14
H 1.812 2.991 -7.553  0.07
H -4.667 5.025 -8.988  0.09
C -5.033 -0.652 5.637  -0.20
C 1.179 3.715 0.165  -0.08
H -0.952 3.268 -10.168  0.13
C 0.667 2.550 0.772  -0.25
C -2.894 -0.642 -9.707  -0.11
C 0.076 2.562 2.158  -0.14
C 2.423 1.292 -3.606  -0.17
C -3.063 0.803 -7.825  -0.20
H 4.848 -3.384 -1.371  0.09
C 4.019 -5.003 4.589  -0.11
C 3.039 1.296 -4.975  -0.06
O -4.294 3.302 -10.097  -0.20
H -6.013 -1.121 5.796  0.13
C -1.908 2.872 -9.815  -0.18
C -2.865 2.295 -7.650  -0.18
C 1.759 2.554 -1.649  -0.20
H -2.381 -2.500 5.180  0.09
H -1.882 1.048 8.796  0.09
H 0.313 -0.259 9.488  0.11
C 3.782 -2.684 4.112  -0.20
N 3.657 -2.761 -4.433  -0.03
H 6.736 -2.509 0.527  0.12
C 1.174 -0.926 9.436  -0.18
C -5.172 0.029 1.107  -0.11
O 5.929 -1.952 3.101  -0.12
H 3.734 2.119 -5.046  0.11
H -2.340 0.482 1.865  0.11
H 1.720 -0.793 10.374  0.13
H -0.032 1.386 -5.619  0.07
H 0.412 2.901 -6.056  0.08
H -3.792 2.846 -7.817  0.11
H -0.254 -4.701 8.047  0.09
C 6.479 -3.140 2.557  -0.18
H 1.344 -1.475 6.746  0.11
H 3.289 2.218 -7.509  0.08
H -5.708 0.357 3.842  0.11
C 0.740 -2.376 9.382  -0.19
H 1.001 1.555 7.027  0.12
H 1.626 -3.019 9.381  0.12
C 6.315 -3.363 1.068  -0.20
H -1.763 2.048 7.336  0.09
H -2.753 -1.381 6.496  0.08
H 7.553 -3.047 2.737  0.13
H -4.634 -0.363 6.615  0.12
O -4.085 1.402 4.615  -0.11
H 1.526 -1.829 -1.089  0.10
H 0.459 3.439 4.078  0.10
H -3.347 -1.582 -9.373  0.09
N 0.716 2.061 -5.589  0.11
H -5.944 1.228 5.338  0.13
C -3.292 0.734 2.353  -0.20
H 2.551 -0.239 6.503  0.13
H 1.517 3.960 2.804  0.11
C 1.925 0.092 -3.026  -0.10
O 3.471 -1.523 -3.779  -0.11
O -4.196 -1.601 5.004  -0.19
C 0.222 -3.836 7.574  -0.11
H 3.510 0.347 -5.188  0.09
H -2.727 -1.955 -3.036  0.06
H -0.292 -2.631 -2.303  0.11
H -3.840 -2.038 -1.699  0.06
O 2.082 -0.513 8.427  -0.12
H 1.129 4.639 0.717  0.10
H -0.622 -1.002 -2.819  0.10
N 1.710 3.762 -1.019  0.16
C -1.199 1.425 8.035  -0.10
N -0.404 4.904 2.844  0.00
C 1.247 1.387 -1.082  -0.14
O 4.608 -2.744 -5.105  0.08
C -1.779 -1.586 -1.137  -0.24
H -0.161 -3.738 6.557  0.08
H 1.578 -2.019 -3.244  0.10
H -6.037 -0.621 1.238  0.09
H 3.113 -5.263 5.148  0.08
H -5.631 4.836 -10.479  0.09
H 6.150 -4.014 3.123  0.11
O -1.800 2.873 -8.399  -0.13
H 0.410 -0.881 -0.136  0.09
H -3.819 0.476 -7.099  0.13
H 4.072 -1.748 2.185  0.12
H -0.998 2.407 2.132  0.09
H -5.510 1.065 1.211  0.09
C 0.740 -1.080 -1.143  -0.12
C 4.528 -1.756 3.177  -0.18
C 4.553 -2.868 -0.450  -0.11
H -1.792 -0.770 -0.428  0.09
C 1.951 1.542 -6.125  -0.63
O -3.539 0.464 -9.114  -0.20
O 3.745 -4.013 3.622  -0.19
C -0.479 -1.625 -1.939  -0.20
H 0.481 1.668 2.626  0.11
O -4.203 -0.315 2.074  -0.19
H 4.372 -5.890 4.063  0.09
N 2.524 2.585 -6.963  0.07
H -2.601 -0.005 4.264  0.12
O -0.093 -2.648 8.267  -0.20
H 0.160 -2.589 10.289  0.13
H 4.233 -2.635 5.109  0.12
H 0.175 5.732 2.833  0.06
H 0.918 -0.204 -6.557  0.05
H 2.757 3.350 -3.385  0.12
C 2.346 2.473 -2.919  0.04
C -2.989 3.757 -10.403  -0.20
H -1.974 1.855 -10.202  0.11
H 2.742 -2.338 4.188  0.12
H -2.600 2.457 -6.601  0.12
H -1.822 -0.653 -9.487  0.09
C 1.652 -0.481 7.077  -0.18
H -5.961 3.818 -9.061  0.09
C 1.325 0.155 -1.788  -0.09
H 4.413 -0.743 3.574  0.13
H -2.122 0.285 -7.603  0.11
H -1.871 -2.554 -0.656  0.11
H 3.466 -2.802 -0.417  0.07
H -3.561 -2.972 6.423  0.09
H 1.303 -3.998 7.516  0.08

Total energy   -3048.2979 a.u.
E_HOMO   -0.31278 Ha
SMILES string   CCCCc1c(CON=O)c(CC(N)(N)N)cc2ncc(CCN)nc12.COCCOCCOC.COCCOCCOC.COCCOCCOC.COCCOCCOC
Strongest force on any atom   1.38 eV Å⁻¹